No. 1
{
  "formula": "C35H43Cl5F5N4O3V",
  "method": "ωB97M-V/def2-TZVPD",
  "species": ["V", "C", "C", "C", "C", "C", "C", "C", "C", "C", "C", "C", "C", "C", "C", "C", "C", "C", "H", "H", "H", "H", "H", "H", "H", "H", "H", "H", "H", "H", "H", "H", "H", "H", "H", "H", "H", "H", "H", "H", "H", "H", "H", "H", "H", "H", "H", "N", "C", "C", "C", "C", "N", "C", "N", "N", "C", "O", "O", "H", "H", "H", "H", "H", "H", "H", "H", "H", "H", "H", "H", "H", "H", "Cl", "C", "C", "C", "Cl", "C", "Cl", "C", "Cl", "C", "Cl", "F", "C", "C", "F", "C", "F", "C", "O", "C", "F", "C", "F"],
  "positions_angstrom": [[0.208, -0.576, -0.001], [-1.448, 2.371, 1.627], [-2.124, 1.278, 2.279], [-2.335, 0.285, 1.317], [-1.638, 0.712, 0.103], [-1.207, 2.078, 0.313], [-0.951, 3.070, -0.804], [-2.331, 3.487, -1.351], [-0.230, 4.317, -0.286], [-0.142, 2.485, -1.968], [-3.312, -0.902, 1.244], [-2.656, -2.223, 1.672], [-3.808, -1.086, -0.205], [-4.586, -0.685, 2.071], [-2.420, 1.325, 3.786], [-3.837, 1.850, 4.083], [-2.190, -0.048, 4.448], [-1.474, 2.305, 4.506], [-1.194, 3.305, 2.110], [-2.027, 0.450, -0.876], [-2.980, 3.819, -0.539], [-2.815, 2.647, -1.851], [-2.227, 4.304, -2.073], [-0.856, 4.872, 0.416], [0.019, 4.978, -1.121], [0.697, 4.039, 0.220], [-0.460, 1.472, -2.224], [0.912, 2.478, -1.706], [-0.262, 3.111, -2.858], [-1.887, -2.494, 0.952], [-3.393, -3.031, 1.692], [-2.198, -2.141, 2.659], [-3.012, -1.425, -0.867], [-4.230, -0.155, -0.588], [-4.587, -1.852, -0.228], [-4.403, -0.700, 3.141], [-5.294, -1.487, 1.850], [-5.054, 0.264, 1.804], [-4.615, 1.271, 3.597], [-3.925, 2.883, 3.739], [-4.021, 1.833, 5.163], [-3.036, -0.721, 4.327], [-2.019, 0.072, 5.522], [-1.312, -0.527, 4.013], [-1.624, 3.332, 4.169], [-0.430, 2.042, 4.357], [-1.685, 2.280, 5.578], [2.498, -1.815, -0.854], [3.140, -0.701, -1.530], [4.683, -0.870, -1.521], [5.628, 0.281, -1.888], [5.556, 0.768, -3.358], [4.465, 0.214, -4.134], [3.235, 0.802, -4.145], [3.042, 1.868, -3.438], [2.290, 0.209, -4.935], [2.592, 0.568, -0.901], [3.102, 1.726, -1.215], [1.622, 0.512, -0.151], [2.977, -2.059, 0.005], [2.449, -2.641, -1.439], [2.776, -0.711, -2.559], [4.889, -1.717, -2.179], [4.963, -1.179, -0.509], [6.641, -0.069, -1.678], [5.451, 1.124, -1.227], [6.491, 0.551, -3.874], [5.410, 1.847, -3.369], [4.572, -0.690, -4.555], [3.245, 1.770, -2.252], [2.096, 2.225, -3.515], [2.413, -0.771, -5.133], [1.336, 0.411, -4.674], [0.347, -3.857, 0.940], [0.734, -2.678, 2.142], [0.751, -1.298, 1.829], [1.276, -0.495, 2.864], [1.475, 1.197, 2.607], [1.671, -0.986, 4.104], [2.328, 0.066, 5.301], [1.535, -2.337, 4.388], [1.971, -2.960, 5.932], [1.077, -3.189, 3.395], [0.938, -4.876, 3.719], [-0.963, -4.177, -4.899], [-1.066, -3.570, -3.686], [-1.565, -4.294, -2.495], [-2.538, -3.778, -1.707], [-0.195, -3.768, -2.433], [0.919, -4.536, -2.283], [-0.174, -2.273, -2.198], [-0.415, -1.710, -1.005], [0.372, -1.520, -3.370], [1.414, -2.192, -4.102], [-0.981, -2.093, -3.538], [-2.077, -1.297, -3.687]],
  "mulliken_spin": [1.917, -0.007, 0.014, 0.065, 0.131, -0.018, -0.040, 0.000, -0.001, 0.028, -0.014, 0.016, 0.008, 0.000, -0.005, 0.001, -0.002, -0.001, 0.000, -0.035, 0.000, 0.001, 0.000, 0.000, 0.000, 0.000, 0.004, -0.008, 0.002, 0.022, -0.001, 0.005, 0.006, 0.001, 0.000, 0.001, 0.000, 0.000, 0.000, 0.000, 0.000, 0.000, 0.000, 0.000, 0.000, 0.000, 0.000, 0.015, 0.026, 0.000, -0.001, 0.000, 0.000, 0.000, 0.001, 0.004, 0.015, 0.024, -0.018, 0.003, 0.004, 0.003, 0.000, -0.001, 0.000, 0.001, 0.000, 0.000, 0.000, 0.004, 0.000, 0.000, 0.002, 0.000, 0.002, -0.053, -0.043, -0.001, -0.022, -0.001, 0.028, 0.003, -0.020, -0.002, 0.001, -0.076, 1.047, 0.003, -0.144, -0.008, 0.017, -0.077, 0.098, 0.003, 0.076, 0.001],
  "e_above_lowest_ev": 7.704,
  "s2": 3.7740,
  "charge": -1,
  "spin_multiplicity": 4,
  "e_homo_ev": [-4.237, -4.298]
}

=====

No. 2
{
  "formula": "C25H54FNNbO11S5",
  "method": "ωB97M-V/def2-TZVPD",
  "species": ["C", "C", "O", "N", "C", "Nb", "C", "C", "F", "H", "H", "H", "H", "H", "H", "H", "H", "H", "H", "H", "H", "H", "H", "C", "C", "C", "S", "O", "O", "C", "H", "H", "H", "H", "H", "H", "H", "H", "C", "C", "C", "S", "O", "O", "C", "H", "H", "H", "H", "H", "H", "H", "H", "C", "C", "C", "S", "O", "O", "C", "H", "H", "H", "H", "H", "H", "H", "H", "C", "C", "C", "S", "O", "O", "C", "H", "H", "H", "H", "H", "H", "H", "H", "C", "C", "C", "S", "O", "O", "C", "H", "H", "H", "H", "H", "H", "H", "H"],
  "positions_angstrom": [[-1.214, 1.816, 3.152], [-0.267, 0.847, 2.473], [0.543, 0.258, 3.154], [-0.340, 0.798, 1.082], [-1.663, 0.281, 0.674], [1.337, 0.190, -0.112], [1.474, 2.205, -1.282], [0.874, 2.142, -2.621], [1.200, 3.324, -3.425], [-1.964, 2.248, 2.504], [-0.568, 2.619, 3.503], [-1.675, 1.317, 3.997], [-1.698, -0.804, 0.764], [-2.473, 0.692, 1.275], [-1.859, 0.550, -0.359], [2.483, 1.093, 1.012], [1.702, -1.256, 0.867], [0.281, -0.594, -1.468], [2.840, -0.266, -1.044], [0.927, 2.902, -0.647], [2.514, 2.498, -1.361], [-0.215, 2.126, -2.596], [1.211, 1.309, -3.231], [-0.002, -5.731, 3.246], [-0.322, -6.476, 1.940], [-0.471, -5.426, 0.836], [0.549, -4.019, 1.338], [-0.322, -2.918, 1.612], [1.675, -3.931, 0.454], [1.080, -4.713, 2.907], [0.318, -6.412, 4.033], [-0.892, -5.205, 3.600], [0.501, -7.149, 1.692], [-1.223, -7.077, 2.022], [-0.131, -5.769, -0.137], [-1.489, -5.049, 0.760], [1.178, -3.892, 3.615], [2.047, -5.183, 2.736], [0.495, 2.740, 6.534], [-0.012, 3.108, 7.938], [-1.228, 2.220, 8.231], [-0.967, 0.707, 7.279], [-1.969, 0.629, 6.252], [-0.744, -0.404, 8.168], [0.555, 1.218, 6.488], [1.470, 3.177, 6.325], [-0.202, 3.101, 5.775], [0.772, 2.917, 8.673], [-0.278, 4.162, 8.007], [-1.335, 1.943, 9.276], [-2.154, 2.659, 7.866], [0.569, 0.790, 5.483], [1.379, 0.823, 7.082], [-6.164, -7.037, 0.247], [-5.698, -5.654, -0.234], [-4.166, -5.654, -0.211], [-3.665, -7.367, -0.478], [-3.007, -7.858, 0.709], [-3.032, -7.513, -1.760], [-5.323, -8.052, -0.518], [-7.227, -7.191, 0.071], [-5.983, -7.140, 1.319], [-6.053, -5.482, -1.251], [-6.090, -4.854, 0.391], [-3.715, -5.051, -0.996], [-3.770, -5.355, 0.757], [-5.289, -9.044, -0.075], [-5.617, -8.116, -1.566], [6.210, 5.208, -2.646], [4.917, 5.366, -3.461], [3.764, 4.827, -2.608], [4.264, 5.067, -0.891], [4.448, 3.789, -0.268], [3.454, 6.086, -0.274], [5.894, 5.740, -1.253], [7.044, 5.745, -3.097], [6.483, 4.153, -2.582], [4.756, 6.423, -3.683], [4.972, 4.834, -4.410], [2.821, 5.345, -2.756], [3.606, 3.760, -2.740], [6.574, 5.407, -0.473], [5.809, 6.827, -1.242], [0.897, 3.403, -6.694], [0.577, 3.785, -8.147], [-0.437, 2.766, -8.677], [-1.362, 2.186, -7.233], [-1.097, 0.781, -7.066], [-2.727, 2.646, -7.312], [-0.441, 3.130, -6.024], [1.434, 4.190, -6.171], [1.511, 2.502, -6.660], [0.138, 4.784, -8.171], [1.472, 3.805, -8.769], [-1.151, 3.183, -9.383], [0.041, 1.889, -9.108], [-0.360, 2.560, -5.103], [-1.004, 4.047, -5.848]],
  "lowdin_charge": [-0.021, -0.615, 0.003, -0.245, -0.179, 1.205, -0.394, -0.331, -0.165, 0.062, 0.077, 0.058, 0.053, 0.060, 0.049, -0.114, -0.135, -0.136, -0.163, 0.032, -0.012, 0.084, 0.077, -0.222, -0.215, -0.214, 0.615, -0.343, -0.341, -0.224, 0.109, 0.116, 0.118, 0.082, 0.106, 0.075, 0.109, 0.104, -0.215, -0.217, -0.222, 0.661, -0.323, -0.333, -0.218, 0.119, 0.104, 0.112, 0.109, 0.095, 0.100, 0.086, 0.109, -0.223, -0.210, -0.218, 0.661, -0.325, -0.316, -0.232, 0.112, 0.119, 0.117, 0.115, 0.110, 0.098, 0.104, 0.106, -0.228, -0.215, -0.225, 0.651, -0.312, -0.332, -0.237, 0.107, 0.119, 0.111, 0.110, 0.100, 0.086, 0.102, 0.100, -0.222, -0.220, -0.225, 0.661, -0.319, -0.337, -0.230, 0.111, 0.124, 0.113, 0.108, 0.095, 0.099, 0.086, 0.112],
  "charge": -1,
  "e_homo_ev": -4.767
}

=====

No. 3
{
  "formula": "C3H7NO2",
  "method": "ωB97M-V/def2-TZVPD",
  "species": ["C", "C", "C", "O", "N", "O", "H", "H", "H", "H", "H", "H", "H"],
  "positions_angstrom": [[-0.269, -0.472, -1.754], [0.123, 0.167, -0.452], [-0.062, -0.644, 0.816], [-0.622, 0.121, 1.887], [0.625, 1.341, -0.514], [0.928, 1.940, 0.697], [0.170, 0.087, -2.582], [0.059, -1.517, -1.810], [-1.360, -0.463, -1.866], [0.921, -1.047, 1.102], [-0.718, -1.499, 0.612], [-0.031, 0.049, 2.647], [0.250, 1.627, 1.327]],
  "nbo_charge": [-0.645, 0.162, -0.134, -0.723, -0.100, -0.576, 0.242, 0.213, 0.224, 0.195, 0.190, 0.482, 0.469],
  "e_above_lowest_ev": 3.090,
  "smiles": "C/C(CO)=N/O",
  "e_homo_ev": -9.307
}

=====

No. 4
{
  "formula": "F2FeH8O4",
  "method": "ωB97M-V/def2-TZVPD",
  "species": ["Fe", "F", "F", "O", "H", "H", "O", "H", "H", "O", "H", "H", "O", "H", "H"],
  "positions_angstrom": [[-0.577, 0.114, 0.222], [-2.032, -1.035, 0.695], [-1.310, 1.744, 0.975], [1.197, 1.283, -0.319], [1.871, 1.032, -0.954], [1.497, 2.102, 0.085], [0.572, -0.303, 2.177], [0.641, 0.220, 2.979], [0.470, -1.216, 2.456], [-1.326, 0.458, -1.738], [-1.472, 1.352, -2.057], [-1.738, -0.137, -2.368], [0.473, -1.608, -0.617], [1.380, -1.446, -0.889], [0.356, -2.560, -0.647]],
  "mulliken_spin": [3.801, 0.089, 0.062, 0.016, 0.002, 0.001, 0.009, -0.001, 0.000, 0.009, -0.001, 0.004, 0.008, -0.001, 0.002],
  "e_above_lowest_ev": 0.201,
  "s2": 6.0061,
  "spin_multiplicity": 5,
  "e_homo_ev": [-7.928, -6.663]
}

=====

No. 5
{
  "formula": "C2H3BrS",
  "method": "ωB97M-V/def2-TZVPD",
  "species": ["C", "C", "Br", "H", "S", "H", "H"],
  "positions_angstrom": [[-0.833, 0.731, -2.629], [-1.620, 0.384, -1.772], [-2.952, -0.268, -0.690], [-0.015, 0.628, -3.270], [1.167, 0.384, 1.006], [1.713, 0.089, 2.157], [1.909, -0.515, 0.420]],
  "nbo_charge": [-0.253, -0.177, 0.192, 0.239, -0.264, 0.132, 0.132],
  "e_above_lowest_ev": 2.055,
  "smiles": "C#CBr.S",
  "e_homo_ev": -9.743
}

=====

No. 6
{
  "formula": "C3H8N2O2",
  "method": "ωB97M-V/def2-TZVPD",
  "species": ["C", "C", "N", "C", "N", "O", "O", "H", "H", "H", "H", "H", "H", "H", "H"],
  "positions_angstrom": [[0.136, 1.275, -1.500], [-1.068, -1.212, 1.694], [1.458, -0.317, 0.391], [1.862, 0.414, -0.531], [-0.910, 0.479, -1.378], [-0.706, -0.008, 1.097], [2.773, 0.713, -1.243], [1.290, -0.073, 1.357], [-0.972, -0.282, -2.044], [-1.083, 0.146, -0.219], [0.618, 1.404, -2.465], [0.134, 2.125, -0.827], [-0.243, -1.938, 1.769], [-1.393, -1.008, 2.722], [-1.895, -1.718, 1.177]],
  "nbo_charge": [-0.027, -0.242, -0.612, 0.702, -0.621, -0.838, -0.541, 0.446, 0.380, 0.470, 0.219, 0.218, 0.139, 0.161, 0.144],
  "e_above_lowest_ev": 5.410,
  "e_homo_ev": [-8.182, -8.178]
}

=====

Calculated total energy for the records above, in order: -150978.9436, -109251.2766, -8807.4391, -48143.3521, -82997.5060, -10311.5427 eV
Maximum force for the records above, in order: 5.606, 2.084, 0.641, 2.421, 2.549, 5.142 eV/Å